Run 1
Here is a 11-piece molecular cluster, H22O11 overall from the Open Molecules 2025 dataset. Energies are from wB97M-V/def2-TZVPD.

Summary:
HOMO-LUMO gap: 0.3687 Eh
HOMO energy: -10.38 eV
SMILES: O.O.O.O.O.O.O.O.O.O.O

```
! RIJCOSX wB97M-V def2-TZVPD def2/J DEFGRID3
* xyz 0 1
O 0.404 -18.168 7.906
H 0.600 -18.234 6.986
H 0.332 -19.098 8.054
O -0.314 -19.486 11.313
H 0.094 -19.734 12.130
H -0.494 -18.517 11.425
O 2.432 -21.070 10.049
H 2.621 -20.373 10.661
H 1.496 -21.034 9.901
O 3.394 -18.788 8.871
H 2.782 -18.120 9.303
H 3.127 -19.644 9.124
O 3.243 -19.064 11.693
H 2.809 -19.436 12.424
H 4.104 -18.721 12.029
O 4.112 -20.895 13.565
H 5.029 -20.978 13.748
H 4.034 -20.648 12.668
O 3.563 -23.656 10.844
H 3.129 -22.779 10.742
H 4.087 -23.709 11.649
O 3.293 -23.690 7.897
H 3.124 -23.661 8.866
H 4.030 -23.125 7.661
O 2.384 -21.048 6.310
H 1.491 -20.625 6.245
H 2.527 -21.029 7.240
O 5.648 -18.152 10.091
H 4.697 -18.323 10.072
H 5.807 -17.707 10.909
O -0.056 -20.889 8.590
H -0.744 -20.302 8.712
H -0.594 -21.531 8.183
*
```


Run 2
Here is a 11-piece molecular cluster, H22O11 overall from the Open Molecules 2025 dataset. Energies are from wB97M-V/def2-TZVPD.

Summary:
HOMO-LUMO gap: 0.3938 Eh
HOMO energy: -10.59 eV
SMILES: O.O.O.O.O.O.O.O.O.O.O

```
! RIJCOSX wB97M-V def2-TZVPD def2/J DEFGRID3
* xyz 0 1
O 1.408 -0.450 -0.322
H 0.519 -0.181 -0.066
H 1.931 -0.325 0.478
O -2.654 3.197 -0.806
H -2.252 3.361 0.055
H -3.427 2.658 -0.606
O 1.933 -2.652 -2.790
H 2.637 -2.030 -2.573
H 1.444 -2.216 -3.496
O 3.130 -2.139 1.255
H 2.681 -2.986 1.154
H 3.535 -1.984 0.394
O -2.059 -2.669 0.027
H -2.621 -2.706 -0.755
H -1.292 -2.161 -0.259
O 3.702 0.587 0.270
H 3.752 1.282 -0.396
H 4.622 0.353 0.434
O -0.164 2.977 0.466
H -0.126 3.575 -0.289
H 0.086 3.529 1.215
O 2.716 3.268 -0.065
H 2.567 2.335 0.128
H 3.418 3.261 -0.726
O -1.731 -1.505 4.163
H -1.150 -1.293 3.424
H -1.454 -2.388 4.432
O -3.251 0.656 0.033
H -4.153 0.876 -0.224
H -3.165 -0.278 -0.189
O -3.068 -1.298 -1.961
H -3.584 -1.904 -2.505
H -3.667 -0.560 -1.801
*
```


Run 3
Here is a 11-piece molecular cluster, H22O11 overall from the Open Molecules 2025 dataset. Energies are from wB97M-V/def2-TZVPD.

Summary:
HOMO-LUMO gap: 0.3942 Eh
HOMO energy: -10.88 eV
SMILES: O.O.O.O.O.O.O.O.O.O.O

```
! RIJCOSX wB97M-V def2-TZVPD def2/J DEFGRID3
* xyz 0 1
O 2.389 -0.585 4.744
H 2.527 -1.460 4.386
H 2.200 0.058 4.063
O -3.140 0.704 -3.268
H -2.521 0.448 -2.586
H -2.775 0.949 -4.113
O 2.030 0.690 0.582
H 1.852 0.036 -0.109
H 2.715 1.238 0.183
O 1.025 -1.436 -2.053
H 1.195 -0.570 -2.449
H 0.081 -1.389 -1.876
O -3.060 -0.719 3.010
H -3.453 -0.189 2.306
H -3.429 -1.582 2.820
O 3.518 -3.198 -2.571
H 3.182 -2.305 -2.699
H 3.998 -3.022 -1.751
O -0.471 0.059 -3.876
H 0.088 -0.599 -3.488
H -0.606 0.080 -4.814
O -0.289 1.592 3.229
H -0.644 1.771 4.116
H -1.139 1.180 3.000
O 0.207 3.148 0.640
H 0.228 2.464 1.294
H 0.610 3.998 0.778
O -4.492 1.552 -1.150
H -3.773 1.903 -1.686
H -4.888 1.030 -1.836
O 2.252 -2.203 1.399
H 2.472 -2.397 2.306
H 2.108 -1.247 1.469
*
```


Run 4
Here is a 11-piece molecular cluster, H22O11 overall from the Open Molecules 2025 dataset. Energies are from wB97M-V/def2-TZVPD.

Summary:
HOMO-LUMO gap: 0.4101 Eh
HOMO energy: -10.85 eV
SMILES: O.O.O.O.O.O.O.O.O.O.O

```
! RIJCOSX wB97M-V def2-TZVPD def2/J DEFGRID3
* xyz 0 1
O -0.820 2.738 -0.758
H -1.381 1.982 -0.418
H -1.441 3.482 -0.784
O -2.001 0.480 0.649
H -2.658 -0.137 0.266
H -1.172 -0.029 0.697
O 2.740 1.644 -2.202
H 2.007 1.516 -2.831
H 3.125 0.766 -2.057
O -0.208 -3.141 -0.444
H 0.403 -2.655 -0.979
H 0.292 -3.832 -0.056
O -0.688 0.768 3.257
H -1.485 0.625 2.768
H -0.852 1.481 3.891
O 0.537 -1.670 3.633
H 1.431 -1.917 3.475
H 0.516 -0.778 4.015
O 1.209 -1.436 -2.158
H 0.922 -0.796 -2.798
H 1.234 -0.916 -1.315
O -0.347 0.924 -3.088
H -1.050 1.059 -3.732
H -0.555 1.607 -2.421
O 1.853 1.993 0.842
H 1.167 2.527 1.249
H 2.139 2.328 -0.042
O -2.644 -2.223 -0.211
H -1.720 -2.466 -0.270
H -3.128 -2.995 -0.575
O 0.806 -0.473 0.434
H 1.159 0.428 0.679
H 0.613 -0.882 1.283
*
```


Energetically preferred structure: run 4 | next structure: +2.391 eV


Run 1
Here is a 11-piece molecular cluster, H22O11 overall from the Open Molecules 2025 dataset. Energies are from wB97M-V/def2-TZVPD.

Summary:
HOMO-LUMO gap: 0.3837 Eh
HOMO energy: -10.66 eV
SMILES: O.O.O.O.O.O.O.O.O.O.O

```
! RIJCOSX wB97M-V def2-TZVPD def2/J DEFGRID3
* xyz 0 1
O 1.853 1.675 2.588
H 2.049 2.305 3.288
H 1.342 2.141 1.910
O -0.351 0.474 -0.407
H 0.037 -0.342 -0.071
H -0.227 1.095 0.321
O -1.792 0.441 -2.778
H -1.382 0.813 -1.969
H -1.375 0.893 -3.518
O 2.878 0.436 -1.437
H 2.316 0.147 -2.163
H 2.907 -0.321 -0.831
O -3.146 -0.508 0.779
H -3.249 -0.953 1.626
H -2.514 -1.063 0.303
O -1.135 -2.273 -3.075
H -1.405 -1.422 -2.669
H -1.770 -2.409 -3.784
O -1.447 -2.788 -0.072
H -0.731 -2.755 -0.719
H -1.137 -3.351 0.644
O 2.682 -1.797 0.530
H 2.753 -2.699 0.194
H 3.374 -1.724 1.201
O 1.044 2.971 0.021
H 1.807 3.418 0.407
H 1.416 2.449 -0.704
O 0.536 -0.734 2.130
H 0.971 0.045 2.522
H 1.265 -1.228 1.723
O -2.606 2.464 1.705
H -2.602 1.568 1.338
H -2.360 3.032 0.968
*
```


Run 2
Here is a 11-piece molecular cluster, H22O11 overall from the Open Molecules 2025 dataset. Energies are from wB97M-V/def2-TZVPD.

Summary:
HOMO-LUMO gap: 0.3731 Eh
HOMO energy: -10.38 eV
SMILES: O.O.O.O.O.O.O.O.O.O.O

```
! RIJCOSX wB97M-V def2-TZVPD def2/J DEFGRID3
* xyz 0 1
O -17.880 -0.432 -14.302
H -17.892 -1.150 -14.934
H -18.476 0.221 -14.669
O -13.592 -0.083 -11.939
H -13.439 -0.907 -11.477
H -14.429 -0.210 -12.386
O -19.788 2.078 -12.743
H -20.218 2.927 -12.845
H -20.402 1.450 -13.125
O -16.848 1.379 -11.248
H -17.633 1.833 -10.943
H -17.145 0.866 -12.000
O -17.022 5.291 -10.131
H -16.785 5.475 -9.222
H -17.546 4.491 -10.085
O -18.905 3.046 -10.290
H -19.375 3.014 -9.456
H -19.485 2.604 -10.910
O -15.616 0.640 -8.834
H -15.188 1.083 -9.567
H -15.924 -0.189 -9.201
O -17.869 -2.160 -11.940
H -17.801 -1.601 -12.713
H -17.585 -3.023 -12.243
O -14.856 2.031 -13.729
H -13.965 1.770 -13.500
H -15.097 2.674 -13.062
O -17.382 4.173 -12.790
H -17.971 3.583 -12.320
H -16.964 4.692 -12.103
O -19.913 1.558 -8.221
H -19.115 1.793 -7.748
H -19.619 0.949 -8.899
*
```


Energetically preferred structure: run 1 | next structure: +0.657 eV


Run 1
Here is a 11-piece molecular cluster, H22O11 overall from the Open Molecules 2025 dataset. Energies are from wB97M-V/def2-TZVPD.

Summary:
HOMO-LUMO gap: 0.4045 Eh
HOMO energy: -11.36 eV
SMILES: O.O.O.O.O.O.O.O.O.O.O

```
! RIJCOSX wB97M-V def2-TZVPD def2/J DEFGRID3
* xyz 0 1
O -3.009 -0.008 2.850
H -2.735 -0.869 3.168
H -2.389 0.603 3.249
O -3.284 -1.964 -2.815
H -2.631 -2.115 -3.499
H -2.784 -1.602 -2.083
O 0.062 -0.689 6.172
H 0.485 -0.940 5.351
H 0.601 0.027 6.510
O 0.918 3.361 -3.702
H 0.074 3.218 -4.130
H 0.726 3.302 -2.766
O 3.016 0.842 3.761
H 3.247 -0.079 3.642
H 2.936 1.186 2.872
O -2.940 1.571 -0.655
H -2.674 1.270 0.214
H -3.792 1.984 -0.515
O 0.410 -0.185 -0.121
H 0.153 -0.569 0.718
H -0.344 0.341 -0.386
O 4.209 0.656 -1.800
H 4.335 1.605 -1.808
H 3.283 0.535 -2.007
O 1.136 -2.336 2.939
H 1.879 -2.367 2.336
H 0.872 -3.250 3.043
O -2.587 1.803 -4.887
H -2.752 1.943 -3.955
H -3.403 2.057 -5.317
O 2.174 -3.074 -2.483
H 2.098 -2.463 -1.751
H 2.711 -3.790 -2.143
*
```


Run 2
Here is a 11-piece molecular cluster, H22O11 overall from the Open Molecules 2025 dataset. Energies are from wB97M-V/def2-TZVPD.

Summary:
HOMO-LUMO gap: 0.3820 Eh
HOMO energy: -10.20 eV
SMILES: O.O.O.O.O.O.O.O.O.O.O

```
! RIJCOSX wB97M-V def2-TZVPD def2/J DEFGRID3
* xyz 0 1
O 0.197 -0.468 -0.387
H 0.840 -1.234 -0.181
H -0.615 -0.925 -0.330
O -4.726 0.232 2.425
H -5.387 0.955 2.224
H -3.892 0.696 2.280
O 4.115 -2.055 2.692
H 4.431 -2.956 2.489
H 4.848 -1.532 2.389
O 2.234 4.075 -0.622
H 1.938 4.812 -1.159
H 1.460 3.625 -0.510
O -1.936 -3.481 -2.785
H -2.504 -3.581 -3.563
H -2.095 -4.410 -2.407
O -0.244 -3.045 0.588
H -0.917 -2.849 -0.108
H -0.448 -2.271 1.054
O 0.942 2.162 3.147
H 0.964 1.443 3.670
H 1.909 2.303 2.926
O 1.105 2.351 -2.721
H 1.985 2.289 -2.268
H 0.911 1.494 -3.087
O 2.424 1.190 0.335
H 2.756 1.175 -0.535
H 2.272 2.184 0.338
O -2.801 -1.714 -1.162
H -2.156 -1.370 -1.698
H -2.813 -1.192 -0.378
O -1.285 0.491 -0.868
H -2.178 0.250 -1.171
H -1.335 1.356 -0.616
*
```


Run 3
Here is H22O11 as an isolated structure from the Open Molecules 2025 dataset. Energies are from wB97M-V/def2-TZVPD.

Summary:
HOMO-LUMO gap: 0.3741 Eh
HOMO energy: -10.37 eV

```
! RIJCOSX wB97M-V def2-TZVPD def2/J DEFGRID3
* xyz 0 1
O 0.157 -0.280 -0.822
H 0.097 -0.647 0.073
H -0.814 -0.178 -1.058
O -0.251 2.010 2.111
H -0.816 1.509 1.388
H -0.612 1.881 3.004
O -1.729 2.365 -1.267
H -2.525 2.670 -1.616
H -1.300 2.227 -2.033
O 1.324 -1.057 -4.028
H 0.893 -0.298 -4.267
H 1.660 -0.876 -3.227
O -2.037 -1.001 -1.671
H -2.235 -1.196 -2.604
H -2.460 -1.471 -0.929
O -2.296 0.825 0.910
H -2.898 0.173 1.189
H -2.431 0.867 -0.090
O 0.461 -0.557 1.632
H 0.115 0.297 1.834
H 1.454 -0.626 1.855
O 2.151 -1.724 -0.465
H 2.827 -1.580 -1.242
H 1.510 -1.165 -0.614
O 1.914 1.818 -0.569
H 1.908 2.078 -1.430
H 1.196 1.122 -0.509
O 2.515 -0.783 2.458
H 2.681 -0.811 1.401
H 3.206 -0.179 2.704
O -1.633 -1.802 2.571
H -0.912 -1.260 2.123
H -1.121 -2.350 3.187
*
```


Run 4
Here is a 11-piece molecular cluster, H22O11 overall from the Open Molecules 2025 dataset. Energies are from wB97M-V/def2-TZVPD.

Summary:
HOMO-LUMO gap: 0.3982 Eh
HOMO energy: -11.16 eV
SMILES: O.O.O.O.O.O.O.O.O.O.O

```
! RIJCOSX wB97M-V def2-TZVPD def2/J DEFGRID3
* xyz 0 1
O -0.882 0.125 0.583
H -0.278 0.309 1.270
H -0.342 0.261 -0.198
O -4.559 0.692 -1.865
H -4.847 -0.095 -2.193
H -4.429 1.168 -2.702
O 2.496 3.237 -1.319
H 2.370 2.397 -1.850
H 2.316 3.067 -0.373
O 3.113 -2.124 1.401
H 2.952 -2.300 0.486
H 4.131 -2.169 1.403
O -3.355 -0.450 3.299
H -2.627 -0.950 3.716
H -3.315 -0.925 2.482
O 1.485 3.125 2.319
H 1.686 2.194 2.630
H 0.624 3.355 2.662
O 0.788 -2.286 -0.569
H 0.280 -2.810 0.069
H 1.586 -2.744 -0.621
O -2.936 -3.804 -0.071
H -2.086 -3.419 -0.073
H -3.608 -3.088 -0.293
O -2.824 3.815 -0.446
H -2.777 3.054 -1.003
H -1.879 3.801 -0.048
O 4.369 -0.365 0.324
H 4.207 0.433 -0.182
H 4.068 -0.183 1.266
O 1.614 -0.753 -3.266
H 1.064 -1.028 -4.006
H 1.596 -1.541 -2.831
*
```


Energetically preferred structure: run 1 | next structure: +1.518 eV


Run 1
Here is a 11-piece molecular cluster, H22O11 overall from the Open Molecules 2025 dataset. Energies are from wB97M-V/def2-TZVPD.

Summary:
HOMO-LUMO gap: 0.3403 Eh
HOMO energy: -9.71 eV
SMILES: O.O.O.O.O.O.O.O.O.O.O

```
! RIJCOSX wB97M-V def2-TZVPD def2/J DEFGRID3
* xyz 0 1
O -0.129 0.220 -0.564
H 0.740 0.166 -0.976
H -0.004 0.832 0.169
O -0.085 1.756 -2.621
H -0.752 2.072 -2.001
H -0.005 0.817 -2.421
O 2.814 0.276 -0.923
H 2.925 0.094 0.017
H 3.032 -0.559 -1.352
O -2.223 0.547 1.889
H -2.829 0.708 2.620
H -2.781 0.171 1.199
O 5.467 -0.036 -3.071
H 5.178 -0.188 -3.978
H 4.696 0.350 -2.641
O -3.373 3.894 -1.560
H -2.607 3.489 -1.139
H -4.126 3.437 -1.167
O -2.452 -3.799 1.289
H -2.073 -2.958 1.568
H -2.727 -4.217 2.113
O 2.889 -4.125 -0.967
H 2.843 -3.228 -1.317
H 3.791 -4.203 -0.638
O -1.370 -0.506 3.384
H -0.859 -0.711 2.593
H -0.896 0.231 3.785
O 1.015 2.386 2.522
H 0.125 2.037 2.396
H 1.236 2.143 3.428
O -2.880 -0.387 -0.505
H -2.364 0.322 -0.906
H -2.217 -1.028 -0.224
*
```


Run 2
Here is a 11-piece molecular cluster, H22O11 overall from the Open Molecules 2025 dataset. Energies are from wB97M-V/def2-TZVPD.

Summary:
HOMO-LUMO gap: 0.3866 Eh
HOMO energy: -10.45 eV
SMILES: O.O.O.O.O.O.O.O.O.O.O

```
! RIJCOSX wB97M-V def2-TZVPD def2/J DEFGRID3
* xyz 0 1
O -2.451 2.340 1.675
H -1.673 2.194 1.188
H -2.089 2.602 2.547
O -1.330 -0.847 -2.810
H -1.038 -0.615 -1.953
H -0.795 -1.566 -3.106
O 1.307 2.185 2.194
H 0.926 3.036 1.903
H 0.586 1.552 2.286
O 2.519 0.506 -0.172
H 2.441 1.189 -0.828
H 2.589 0.931 0.691
O 2.267 -2.005 -1.085
H 2.425 -1.068 -0.936
H 2.285 -2.157 -2.046
O -3.277 1.019 -1.438
H -3.788 0.445 -1.971
H -3.066 0.541 -0.600
O 1.625 2.080 -2.232
H 2.319 2.388 -2.822
H 1.413 2.847 -1.675
O -0.091 -3.531 -0.648
H -0.239 -4.016 -1.463
H 0.620 -2.919 -0.831
O -0.390 0.222 -0.306
H 0.541 0.334 -0.236
H -0.553 -0.586 0.174
O -0.364 -1.934 1.493
H -1.201 -2.080 1.974
H -0.375 -2.677 0.868
O -0.549 0.236 3.391
H -0.096 -0.244 4.068
H -0.495 -0.401 2.705
*
```


Energetically preferred structure: run 2 | next structure: +2.776 eV